one | Computed, not measured: a structure of composition CH2N2P2, with the ωB97M-V functional and the def2-TZVPD basis.

Calculated values
Frontier orbital gap ... 7.2 eV

The geometry in XYZ format:
```
7
Properties=species:S:1:pos:R:3:lowdin_charge:R:1
C 0.52 0.22 -1.05 -0.56
N -0.63 0.48 -0.56 -0.35
N 0.44 -1.21 1.01 -0.67
P 1.43 -1.12 -0.23 0.79
P -1.02 -0.44 0.83 0.63
H 0.73 0.87 -2.03 0.10
H -1.48 1.21 2.03 0.05
```

two | Computed, not measured: a cluster of 2 separate species, CH2N2P2 in total, with the ωB97M-V functional and the def2-TZVPD basis.

Calculated values
Frontier orbital gap ... 6.6 eV

The geometry in XYZ format:
```
7
Properties=species:S:1:pos:R:3:lowdin_charge:R:1
C 0.85 1.60 -0.29 -0.16
N -0.24 1.91 -0.54 -0.02
N -0.99 -0.82 0.29 -1.05
P -2.17 0.09 0.24 0.74
P 0.37 -1.48 -0.27 0.59
H 0.29 -2.63 0.69 -0.15
H 1.88 1.33 -0.12 0.04
```

two (8.4 kcal/mol below the next structure)